No. 1
{
  "formula": "H4NOPS2",
  "method": "ωB97M-V/def2-TZVPD",
  "lumo_energy_ev": 0.516,
  "smiles": "NP(=O)(S)S",
  "e_homo_ha": -0.354,
  "gap_ev": 10.1617,
  "multiplicity": 1,
  "elements": ["N", "P", "O", "S", "S", "H", "H", "H", "H"],
  "coordinates": [[0.334, -1.314, -0.542], [-0.069, 0.151, 0.064], [1.081, 1.050, -0.174], [-1.400, 1.197, -1.065], [-0.672, 0.049, 2.038], [1.022, -1.219, -1.305], [-0.411, -2.151, -0.751], [-0.355, 1.864, -0.690], [0.470, 0.373, 2.425]],
  "nbo_charge": [-1.228, 1.720, -1.122, -0.333, -0.251, 0.430, 0.424, 0.208, 0.151]
}

No. 2
{
  "formula": "H4NS",
  "method": "ωB97M-V/def2-TZVPD",
  "lumo_energy_ev": 4.772,
  "total_charge": -1,
  "e_homo_ha": -0.094,
  "gap_ev": 7.3211,
  "multiplicity": 1,
  "elements": ["N", "H", "H", "H", "S", "H"],
  "coordinates": [[1.293, -2.003, -0.283], [2.074, -1.729, -0.871], [1.705, -2.149, 0.634], [0.780, -1.125, -0.139], [-0.713, 1.047, 0.051], [-1.126, 0.858, 1.316]],
  "nbo_charge": [-1.094, 0.332, 0.331, 0.412, -1.064, 0.084]
}

No. 3
{
  "formula": "H4O14S3Zn",
  "method": "ωB97M-V/def2-TZVPD",
  "lumo_energy_ev": [6.235, 6.109],
  "total_charge": -3,
  "e_homo_ha": [0.076, 0.077],
  "gap_ev": [4.1621, 4.0086],
  "multiplicity": 2,
  "elements": ["Zn", "S", "O", "O", "O", "O", "S", "O", "O", "O", "O", "S", "O", "O", "O", "O", "O", "H", "H", "O", "H", "H"],
  "coordinates": [[-0.181, -0.582, -0.144], [-1.356, 2.446, -0.227], [-2.183, 2.290, 1.002], [-2.230, 2.809, -1.366], [-0.325, 3.459, -0.098], [-0.842, 1.124, -0.619], [2.637, 1.169, 0.731], [3.796, 0.936, -0.116], [3.087, 0.787, 2.088], [2.233, 2.585, 0.732], [1.513, 0.263, 0.474], [-0.492, -2.108, 1.875], [-1.600, -3.069, 2.132], [-1.059, -0.795, 1.594], [0.401, -1.892, 2.996], [0.138, -2.367, 0.598], [-1.836, -1.338, -1.193], [-2.276, -1.059, -1.996], [-2.209, -2.198, -1.001], [0.728, -0.907, -2.164], [1.653, -0.674, -2.235], [0.403, -0.878, -3.064]],
  "lowdin_spin": [-0.001, -0.002, 0.002, 0.013, 0.026, 0.014, -0.041, 0.018, 0.475, 0.369, 0.128, 0.000, 0.000, 0.000, 0.000, 0.000, 0.000, 0.000, 0.000, 0.000, 0.000, 0.000]
}

No. 4
{
  "formula": "H4O2",
  "method": "ωB97M-V/def2-TZVPD",
  "lumo_energy_ev": [4.967, 5.035],
  "total_charge": -1,
  "e_homo_ha": [0.035, -0.222],
  "gap_ev": [4.0249, 11.0634],
  "multiplicity": 2,
  "elements": ["O", "H", "O", "H", "H", "H"],
  "coordinates": [[-1.050, 1.211, 0.304], [-0.179, 1.618, 0.696], [0.299, -0.881, -0.386], [0.744, -1.303, 0.328], [-0.595, 0.214, 0.313], [0.781, -0.860, -1.255]],
  "lowdin_spin": [0.172, 0.043, 0.445, 0.144, 0.035, 0.160]
}

No. 5
{
  "formula": "H4O2",
  "method": "ωB97M-V/def2-TZVPD",
  "lumo_energy_ev": 0.812,
  "smiles": "O.O",
  "e_homo_ha": -0.395,
  "gap_ev": 11.5610,
  "multiplicity": 1,
  "elements": ["O", "H", "H", "O", "H", "H"],
  "coordinates": [[1.523, -0.108, -0.115], [1.484, 0.739, 0.472], [1.004, -0.708, 0.401], [-1.139, -0.054, 0.101], [-1.779, -0.625, -0.388], [-1.094, 0.756, -0.471]],
  "nbo_charge": [-0.938, 0.461, 0.477, -0.950, 0.473, 0.477]
}

No. 6
{
  "formula": "H4O2",
  "method": "ωB97M-V/def2-TZVPD",
  "lumo_energy_ev": 0.665,
  "smiles": "O.O",
  "e_homo_ha": -0.424,
  "gap_ev": 12.2040,
  "multiplicity": 1,
  "elements": ["O", "H", "H", "O", "H", "H"],
  "coordinates": [[-0.045, -1.226, 0.744], [0.285, -1.887, 0.095], [-0.268, -0.377, 0.294], [-0.056, 1.290, -0.640], [0.640, 1.174, 0.011], [0.153, 0.578, -1.229]],
  "nbo_charge": [-0.966, 0.470, 0.474, -0.912, 0.472, 0.463]
}

No. 7
{
  "formula": "H4O2",
  "method": "ωB97M-V/def2-TZVPD",
  "lumo_energy_ev": 0.652,
  "smiles": "O.O",
  "e_homo_ha": -0.400,
  "gap_ev": 11.5409,
  "multiplicity": 1,
  "elements": ["O", "H", "H", "O", "H", "H"],
  "coordinates": [[-0.037, 0.839, -0.812], [-0.865, 0.423, -1.091], [-0.188, 1.795, -0.873], [0.380, -1.074, 1.303], [-0.084, -1.669, 0.651], [0.794, -0.314, 0.822]],
  "nbo_charge": [-0.953, 0.477, 0.479, -0.965, 0.467, 0.496]
}

No. 8
{
  "formula": "H4O2",
  "method": "ωB97M-V/def2-TZVPD",
  "lumo_energy_ev": 0.860,
  "smiles": "O.O",
  "e_homo_ha": -0.412,
  "gap_ev": 12.0647,
  "multiplicity": 1,
  "elements": ["O", "H", "H", "O", "H", "H"],
  "coordinates": [[1.230, -0.148, -0.304], [1.991, 0.363, 0.107], [1.069, -0.671, 0.492], [-1.270, -0.211, -0.187], [-2.212, 0.083, -0.220], [-0.808, 0.583, 0.112]],
  "nbo_charge": [-0.921, 0.457, 0.467, -0.940, 0.462, 0.476]
}

No. 9
{
  "formula": "H4O2",
  "method": "ωB97M-V/def2-TZVPD",
  "lumo_energy_ev": 0.614,
  "smiles": "O.O",
  "e_homo_ha": -0.400,
  "gap_ev": 11.4952,
  "multiplicity": 1,
  "elements": ["O", "H", "H", "O", "H", "H"],
  "coordinates": [[-1.141, -0.073, 0.091], [-1.479, -0.965, -0.241], [-1.870, 0.578, -0.193], [1.732, -0.196, 0.006], [1.894, 0.722, -0.127], [0.865, -0.066, 0.464]],
  "nbo_charge": [-0.963, 0.485, 0.483, -0.941, 0.454, 0.482]
}

No. 10
{
  "formula": "H4O2",
  "method": "ωB97M-V/def2-TZVPD",
  "lumo_energy_ev": 0.904,
  "smiles": "O.O",
  "e_homo_ha": -0.410,
  "gap_ev": 12.0615,
  "multiplicity": 1,
  "elements": ["O", "H", "H", "O", "H", "H"],
  "coordinates": [[0.628, -1.278, -0.072], [1.205, -1.145, 0.718], [-0.192, -1.244, 0.408], [-0.681, 1.166, -0.027], [-0.671, 2.098, 0.270], [0.082, 1.185, -0.599]],
  "nbo_charge": [-0.931, 0.460, 0.471, -0.937, 0.462, 0.474]
}

No. 11
{
  "formula": "H4O2",
  "method": "ωB97M-V/def2-TZVPD",
  "lumo_energy_ev": 0.639,
  "smiles": "O.O",
  "e_homo_ha": -0.406,
  "gap_ev": 11.6784,
  "multiplicity": 1,
  "elements": ["O", "H", "H", "O", "H", "H"],
  "coordinates": [[1.510, -0.082, 0.045], [1.656, 0.853, -0.339], [0.564, -0.279, -0.236], [-1.368, -0.087, -0.022], [-2.201, 0.312, -0.342], [-1.149, 0.468, 0.734]],
  "nbo_charge": [-0.962, 0.462, 0.491, -0.950, 0.481, 0.478]
}

No. 12
{
  "formula": "H4O2",
  "method": "ωB97M-V/def2-TZVPD",
  "lumo_energy_ev": 0.790,
  "smiles": "O.O",
  "e_homo_ha": -0.399,
  "gap_ev": 11.6558,
  "multiplicity": 1,
  "elements": ["O", "H", "H", "O", "H", "H"],
  "coordinates": [[-30.029, -1.284, 12.178], [-30.697, -1.722, 12.705], [-30.213, -1.559, 11.280], [-27.294, -1.451, 11.903], [-27.830, -0.878, 12.450], [-27.393, -1.101, 11.018]],
  "nbo_charge": [-0.944, 0.473, 0.472, -0.939, 0.480, 0.459]
}

| no. | strongest force on any atom (eV Å⁻¹) |
| --- | --- |
| 1 | 4.41 |
| 2 | 0.45 |
| 3 | 5.37 |
| 4 | 4.39 |
| 5 | 3.35 |
| 6 | 1.25 |
| 7 | 1.90 |
| 8 | 3.10 |
| 9 | 2.85 |
| 10 | 1.89 |
| 11 | 2.73 |
| 12 | 0.65 |